DFT (ωB97M-V/def2-TZVPD) results for 17 unconnected molecules or ions with the total composition C63H153N7O17.

Last column: Mulliken charge in e.
Cartesian coordinates (Å):
C1 3.25446 0.87619 0.37980  -0.772
C2 1.69172 1.20373 0.37385  2.513
C3 0.99121 -0.22187 0.26672  -0.579
C4 -0.50710 -0.26057 0.64324  0.504
C5 -0.77035 0.55827 1.92376  -0.609
C6 -0.12341 1.98832 2.05451  3.223
N1 1.30348 1.88495 1.65561  0.463
O1 1.94078 3.07988 1.93216  0.331
C7 -0.92676 3.11726 1.36611  -0.518
C8 -0.20625 2.34204 3.53432  -2.322
C9 1.36293 2.03563 -0.84669  -1.025
H1 3.56225 0.22395 -0.43748  -0.088
H2 3.55538 0.44373 1.33401  -0.557
H3 3.82404 1.79396 0.23354  0.123
H4 1.08544 -0.54586 -0.76974  0.675
H5 1.54605 -0.97928 0.82043  -1.121
H6 -0.83877 -1.29518 0.55558  0.829
H7 -1.08230 0.21158 -0.15320  -0.993
H8 -0.53135 -0.10848 2.75226  0.103
H9 -1.85066 0.66909 2.01724  -1.019
H10 -0.62146 4.09956 1.72662  0.567
H11 -0.95544 3.07244 0.27741  -0.575
H12 -1.98164 3.02412 1.62428  -0.173
H13 -1.24666 2.41389 3.85130  0.282
H14 0.18975 1.55396 4.17480  0.278
H15 0.20703 3.26407 3.94317  0.242
H16 1.65878 3.08372 -0.89242  0.734
H17 0.28283 2.04667 -0.99279  -0.261
H18 1.80420 1.57522 -1.73066  0.041
H19 1.66629 3.57716 1.15823  0.187
C10 -5.78007 -0.66804 4.23567  -2.141
C11 -5.88101 0.16592 2.92089  2.523
C12 -7.24341 -0.05439 2.17816  -1.502
C13 -7.49248 0.89540 1.05418  -0.048
C14 -7.41228 2.35467 1.54134  -1.346
C15 -6.04483 2.64859 2.31714  1.778
N2 -5.69421 1.58999 3.29882  -0.018
O2 -4.55820 1.92181 3.99952  -0.212
C16 -5.00859 2.93754 1.27652  -0.627
C17 -6.30500 4.02838 3.03139  -1.672
C18 -4.82189 -0.38058 2.03434  -0.984
H20 -5.96006 -1.72549 4.04201  0.418
H21 -6.55190 -0.28827 4.90512  0.545
H22 -4.81595 -0.60236 4.73993  0.251
H23 -7.07600 -1.07458 1.83277  0.429
H24 -8.14581 -0.21048 2.76928  0.317
H25 -8.43595 0.57879 0.60952  0.466
H26 -6.72568 0.53015 0.37102  -0.169
H27 -8.31974 2.48560 2.13081  0.337
H28 -7.40508 3.07368 0.72215  0.581
H29 -4.14778 3.40603 1.75364  -0.443
H30 -4.45923 2.09409 0.85830  -0.107
H31 -5.23814 3.57382 0.42179  0.514
H32 -6.87780 4.80472 2.52414  0.386
H33 -7.09411 3.92929 3.77677  0.525
H34 -5.40096 4.50399 3.41165  -0.090
H35 -4.89038 -1.45671 1.87516  0.748
H36 -3.84852 -0.12570 2.45350  -0.259
H37 -4.80691 0.15913 1.08746  -0.346
H38 -4.92568 1.98238 4.88433  0.301
C19 -1.43060 -3.78773 -4.09445  -2.088
C20 -2.46695 -2.80742 -3.59145  1.954
C21 -3.29673 -2.34260 -4.79009  -1.438
C22 -4.61896 -1.53696 -4.32746  0.245
C23 -5.39470 -2.34943 -3.33316  -1.540
C24 -4.57559 -2.80325 -2.09071  2.001
N3 -3.34345 -3.46177 -2.57850  0.304
O3 -2.65877 -4.07171 -1.59160  -0.436
C25 -4.36997 -1.57623 -1.15927  -1.419
C26 -5.40048 -3.78025 -1.24747  -2.256
C27 -1.62762 -1.56618 -3.00043  -1.051
H39 -0.65530 -3.96508 -3.34909  0.223
H40 -0.94770 -3.39361 -4.98864  0.415
H41 -1.85580 -4.72166 -4.46197  0.545
H42 -2.71901 -1.72141 -5.47453  0.177
H43 -3.51425 -3.24822 -5.35633  0.474
H44 -5.29334 -1.48339 -5.18212  0.500
H45 -4.34458 -0.56580 -3.91553  -0.313
H46 -5.69101 -3.25421 -3.86390  0.409
H47 -6.35509 -1.86720 -3.15094  0.334
H48 -4.44964 -0.60884 -1.65516  0.100
H49 -5.21322 -1.58355 -0.46864  0.427
H50 -3.45557 -1.65011 -0.57062  0.162
H51 -6.31235 -3.44878 -0.75075  0.311
H52 -5.60880 -4.64367 -1.87930  0.492
H53 -4.72585 -4.13219 -0.46701  0.525
H54 -2.21244 -0.77110 -2.53790  -0.408
H55 -0.85665 -1.14365 -3.64476  0.567
H56 -1.01920 -1.89975 -2.15981  0.400
H57 -2.89975 -4.99917 -1.64934  0.353
C28 5.84690 -4.62534 -0.71268  -1.735
C29 4.98505 -3.35973 -0.52162  1.819
C30 3.76429 -3.34708 -1.42570  -0.731
C31 2.61658 -4.28975 -0.96185  -1.172
C32 2.26178 -4.10675 0.49616  -0.554
C33 3.49789 -4.01411 1.46900  1.887
N4 4.58366 -3.16221 0.91556  1.264
O4 5.64768 -2.80438 1.75861  -0.724
C34 2.93280 -3.20882 2.66018  -1.893
C35 4.05808 -5.34050 1.99056  -1.898
C36 5.86295 -2.20072 -0.89570  -1.511
H58 5.44101 -5.63466 -0.78069  0.312
H59 6.47344 -4.77253 0.16703  0.296
H60 6.46532 -4.49665 -1.60100  0.456
H61 3.30220 -2.36032 -1.39603  -0.382
H62 3.96773 -3.58688 -2.46935  0.633
H63 3.02489 -5.29800 -1.03133  0.358
H64 1.82812 -4.25360 -1.71360  0.180
H65 1.67856 -4.99912 0.72339  0.571
H66 1.60008 -3.24482 0.58180  -0.188
H67 2.68506 -2.16904 2.44667  -0.211
H68 1.98413 -3.68715 2.90375  0.462
H69 3.55204 -3.42783 3.53006  0.579
H70 3.46750 -5.68674 2.83875  0.513
H71 3.98855 -6.15199 1.26615  0.326
H72 5.00754 -5.23365 2.51516  0.301
H73 6.81216 -2.35838 -0.38360  0.513
H74 5.35214 -1.31943 -0.50774  0.104
H75 5.88668 -1.94134 -1.95412  0.052
H76 6.11508 -3.63701 1.85803  0.346
C37 8.19471 0.09735 -4.42877  -1.929
C38 6.96613 0.73080 -4.96640  1.407
C39 6.02439 -0.53557 -5.10659  -1.026
C40 4.55493 -0.14468 -5.35736  -0.908
C41 4.07373 0.86847 -4.31706  0.035
C42 4.95691 2.16453 -4.24793  1.659
N5 6.32758 1.68134 -4.01322  1.139
O5 7.14911 2.69016 -3.60074  -0.620
C43 4.64084 3.15512 -5.39650  -1.885
C44 4.44638 2.88483 -2.99617  -1.605
C45 7.31940 1.28393 -6.36014  -1.762
H77 8.46879 -0.68644 -5.13493  0.483
H78 8.10676 -0.26530 -3.40464  0.255
H79 9.05278 0.76828 -4.46970  0.403
H80 6.38193 -1.17211 -5.91596  0.482
H81 6.05755 -1.24452 -4.27932  0.100
H82 3.94882 -1.05059 -5.35004  0.530
H83 4.32939 0.17688 -6.37414  0.313
H84 4.12370 0.37618 -3.34584  -0.311
H85 3.04247 1.14686 -4.53412  -0.070
H86 5.48259 3.80245 -5.64248  0.345
H87 4.26078 2.59494 -6.25082  0.401
H88 3.79141 3.82449 -5.26048  0.457
H89 4.43143 2.36997 -2.03554  0.177
H90 4.99372 3.79453 -2.74925  0.570
H91 3.38171 3.10587 -3.07179  0.067
H92 7.99364 2.12885 -6.22007  0.417
H93 6.47783 1.78656 -6.83680  0.316
H94 7.75569 0.54861 -7.03619  0.368
H95 7.25250 2.45825 -2.67492  0.452
C46 -1.89267 4.61031 -3.05654  -1.506
C47 -2.12724 3.45904 -4.07513  2.195
C48 -3.04030 3.92259 -5.21334  -1.600
C49 -3.05081 3.14606 -6.54459  -0.648
C50 -1.55047 3.13244 -7.07184  -1.527
C51 -0.58015 2.49847 -6.02226  2.144
N6 -0.82289 3.14315 -4.69478  -0.213
O6 0.14656 2.80288 -3.80933  0.106
C52 -0.85177 1.02495 -5.85987  -1.625
C53 0.84863 2.80680 -6.60347  -1.782
C54 -2.87613 2.32048 -3.31495  -0.813
H96 -1.69632 4.15243 -2.08706  -0.106
H97 -2.85428 5.10218 -2.91007  0.431
H98 -1.05182 5.19676 -3.42687  0.453
H99 -4.04535 4.02318 -4.80363  0.469
H100 -2.71802 4.94205 -5.42531  0.487
H101 -3.57249 3.71414 -7.31481  0.437
H102 -3.59161 2.21722 -6.36324  0.279
H103 -1.26514 4.16521 -7.27205  0.541
H104 -1.53229 2.65892 -8.05345  0.368
H105 -0.46457 0.49879 -4.98732  0.151
H106 -1.91823 0.84378 -5.72601  -0.043
H107 -0.41522 0.41685 -6.65217  0.552
H108 1.61101 2.83509 -5.82496  0.140
H109 1.26275 1.93326 -7.10700  0.381
H110 1.01988 3.69522 -7.21131  0.359
H111 -3.78668 2.49086 -2.74053  0.548
H112 -2.20689 1.91542 -2.55591  -0.418
H113 -3.10712 1.50047 -3.99490  -0.128
H114 0.71562 3.56840 -3.70091  0.244
C55 -2.39673 -4.08030 9.00966  -1.894
C56 -1.89554 -4.65397 7.66587  1.442
C57 -3.19386 -5.16987 6.99195  -1.360
C58 -3.07076 -5.49361 5.47928  -0.894
C59 -2.67552 -4.13988 4.80312  -0.910
C60 -1.40064 -3.42700 5.35181  1.401
N7 -1.38742 -3.54728 6.81217  0.616
O7 -0.65702 -2.67100 7.52481  -0.455
C61 -0.13068 -4.10833 4.76137  -1.787
C62 -1.43724 -1.97169 4.86058  -2.132
C63 -0.91607 -5.79427 7.75075  -1.666
H115 -3.14014 -3.28359 8.98315  0.394
H116 -1.59041 -3.71796 9.64735  0.370
H117 -2.82734 -4.93325 9.53421  0.469
H118 -3.43909 -6.14288 7.41765  0.521
H119 -4.05458 -4.62768 7.38347  0.379
H120 -4.01412 -5.94457 5.17136  0.425
H121 -2.27850 -6.23322 5.36350  0.334
H122 -3.55216 -3.49420 4.75109  0.331
H123 -2.41215 -4.43685 3.78796  0.372
H124 -0.14818 -5.18913 4.90158  0.248
H125 -0.14130 -3.86685 3.69851  0.346
H126 0.73527 -3.62692 5.21577  0.524
H127 -1.25616 -1.93724 3.78628  0.202
H128 -2.38033 -1.47854 5.09615  0.580
H129 -0.55467 -1.37834 5.09952  0.638
H130 -1.13858 -6.46880 8.57755  0.430
H131 0.06717 -5.39724 8.00314  0.336
H132 -0.79940 -6.29762 6.79099  0.317
H133 0.26789 -2.82765 7.32086  0.350
O8 -2.97911 4.62146 4.47730  -0.464
H134 -3.64084 4.60289 5.16867  0.223
H135 -2.39729 5.34132 4.72126  0.260
O9 -0.15553 6.88531 2.26256  -0.617
H136 -1.09071 6.68425 2.22731  0.361
H137 -0.11690 7.84082 2.30426  0.248
O10 2.97031 1.12587 3.89542  -0.754
H138 2.45252 1.19928 3.09371  0.219
H139 3.63301 0.46536 3.69346  0.255
O11 -2.93033 5.88760 1.98359  -0.792
H140 -2.63767 4.99114 1.81950  0.330
H141 -3.19872 5.88805 2.90239  0.415
O12 2.13808 6.25078 1.07922  -0.547
H142 1.30072 6.33307 1.53561  0.320
H143 1.99179 6.67100 0.23173  0.271
O13 2.74727 3.84372 4.76208  -0.706
H144 2.23790 4.23200 4.05074  0.256
H145 2.83530 2.92211 4.51893  0.410
O14 4.94766 -0.55336 3.16092  -0.588
H146 5.73424 -0.52209 3.70547  0.229
H147 5.10642 -1.27389 2.55112  0.372
O15 6.96658 1.47496 -0.81484  -0.684
H148 6.29552 1.10932 -1.39122  0.051
H149 6.54929 1.51241 0.04580  0.544
O16 4.64134 4.15152 1.96294  -0.731
H150 4.30267 4.72679 1.27694  0.212
H151 4.29740 4.52005 2.77665  0.304
O17 5.94317 1.76783 1.74216  -0.802
H152 5.67224 1.15886 2.42917  0.433
H153 5.33392 2.50214 1.81843  0.327

Output
Gap between HOMO and LUMO = 0.281 Ha
F_max = 3.56 eV/Å
HOMO level = -7.6 eV
ΔE to the lowest compared entry with this formula, charge and spin = 5.6575 eV

=====

DFT (ωB97M-V/def2-TZVPD) results for a single C9H17NS molecule.

Last column: natural (NBO) charge in e.
Cartesian coordinates (Å):
C1 1.80862 -2.57458 -3.77004  -0.380
C2 1.36561 -1.45847 -3.35058  -0.174
C3 0.36118 -1.39640 -2.27455  -0.446
C4 0.67839 -0.16863 -1.47102  -0.364
C5 -0.24356 -0.05786 -0.25327  -0.417
C6 0.17979 0.99200 0.74405  -0.444
C7 -0.65859 1.18396 1.97780  0.039
C8 -0.26570 2.29261 2.98731  -0.621
S1 -2.23308 1.79638 1.11066  -0.116
N1 -0.61882 0.02859 2.85555  -0.435
C9 -1.43308 -0.87023 2.74089  -0.042
H1 2.43780 -2.71625 -4.63096  0.203
H2 1.45712 -3.42211 -3.17117  0.184
H3 1.74832 -0.53237 -3.68479  0.194
H4 0.50028 -2.19392 -1.57782  0.204
H5 -0.71161 -1.27301 -2.53209  0.212
H6 1.70863 -0.30086 -1.11858  0.193
H7 0.62410 0.82663 -2.08117  0.194
H8 -0.26395 -1.11360 0.16204  0.206
H9 -1.23047 0.26503 -0.73063  0.212
H10 1.28465 0.81926 0.98157  0.219
H11 0.22588 2.01229 0.15175  0.228
H12 -0.06470 1.75856 3.89968  0.245
H13 0.48073 2.88821 2.47999  0.220
H14 -1.07759 3.07322 3.07053  0.204
H15 -2.58073 2.68947 2.03935  0.122
H16 -1.15942 -1.75905 3.41125  0.185
H17 -2.31979 -0.78890 2.03426  0.179

Output
Gap between HOMO and LUMO = 0.364 Ha
F_max = 3.90 eV/Å
SMILES = C=CCCCC[C@@](C)(S)N=C
HOMO level = -9.1 eV
ΔE to the lowest compared entry with this formula, charge and spin = 2.9787 eV

=====

DFT (ωB97M-V/def2-TZVPD) results for a gas-phase ion, C5H14N3 (charge +1).

Last column: natural (NBO) charge in e.
Cartesian coordinates (Å):
C1 -2.24787 -1.20597 0.50695  -0.654
C2 -0.79318 -1.35177 0.07774  0.003
N1 -0.72263 -2.72126 -0.91933  -0.758
C3 -0.28793 -0.12077 -0.52158  -0.527
C4 1.16563 0.49659 -0.02680  -0.223
N2 1.16384 1.81960 -0.78448  -0.533
C5 1.51884 2.91508 -0.17001  0.307
N3 1.85609 3.05097 1.23894  -0.841
H1 -2.25004 -1.56122 1.62703  0.256
H2 -2.83229 -1.71757 -0.32412  0.221
H3 -2.57932 -0.15800 0.56288  0.261
H4 -0.10409 -1.71046 0.94565  0.231
H5 0.13509 -3.39998 -0.60933  0.463
H6 -1.56873 -3.28850 -0.81219  0.439
H7 -0.61569 -2.36095 -1.91430  0.455
H8 -0.07651 -0.25347 -1.71822  0.238
H9 -0.79130 0.87982 -0.73211  0.308
H10 1.98168 -0.08474 -0.29149  0.198
H11 1.29901 0.72508 1.06380  0.174
H12 1.45073 3.93702 -0.70203  0.208
H13 2.04676 2.29362 1.76078  0.364
H14 2.25190 3.81689 1.74224  0.408

Output
Gap between HOMO and LUMO = 0.315 Ha
F_max = 6.69 eV/Å
SMILES = C[C@@H]([NH3+])CC/N=C\N
Total charge = +1
HOMO level = -12.2 eV
ΔE to the lowest compared entry with this formula, charge and spin = 4.2930 eV

=====

Which of these has the highest HOMO level?
C63H153N7O17